Entry 1:
Density functional theory data (ωB97M-V/def2-TZVPD) for a structure of composition C22H27N7O3PZn.

Properties
total charge: +1
total energy: -3584.13381 Eh
frontier orbital gap: 6.9791 eV
energy relative to the best compared isomer or geometry (same formula, charge and spin): 6.2 kJ/mol

```
61
C22H27N7O3PZn (ωB97M-V/def2-TZVPD)
Zn 0.03667 1.12031 0.03231
P -0.57483 -3.17186 -0.01683
O 2.23491 -1.62319 1.90708
O 0.61831 -0.72580 0.66068
O 0.71720 2.92494 3.44716
N 1.10621 1.76799 1.48486
N -0.70733 -4.41930 2.52905
N -0.03515 0.78656 -2.02630
N -2.49545 -4.99589 0.98324
N -2.03592 0.74600 -0.15861
N -0.27626 -5.90252 0.65340
N -0.44430 3.37124 0.01699
C -2.35873 0.49404 -1.44797
C 1.59910 -0.64491 1.51588
C -4.33233 0.52584 0.43985
C -2.19858 -4.69089 2.33972
C -2.33258 -3.83565 0.09020
C -2.98863 0.76418 0.75344
C -1.71197 -6.14576 0.53766
C 0.95112 0.73176 -2.90180
C -2.95406 -0.09044 -4.14122
C -3.95168 -0.02736 -3.23795
C 0.55984 2.72675 2.24657
C 0.18856 -4.86432 -0.28123
C 0.07478 -5.62478 2.00183
C -3.67363 0.24571 -1.85502
C -0.51537 0.06777 -4.65978
C -0.39262 3.65996 1.47522
C 1.92126 0.73995 2.10212
C -0.29005 -3.15860 1.81899
C -1.29278 0.47723 -2.42973
C 0.75320 0.35812 -4.23501
C -4.67156 0.26794 -0.86288
C -1.58969 0.14412 -3.75337
H -0.70758 -0.22565 -5.68514
H 1.93491 0.99951 -2.53689
H -1.39101 3.52741 1.89542
H -4.98162 -0.18541 -3.53479
H -2.45978 -5.52846 2.98633
H -0.08637 4.68296 1.68895
H -3.16319 -0.30858 -5.18173
H -5.70328 0.08593 -1.14427
H -1.95447 -6.36574 -0.49977
H -0.50614 -4.31039 3.52268
H -0.17076 -6.46942 2.64491
H 1.13311 -5.38620 2.09022
H -2.68050 0.98338 1.77016
H 1.75475 0.69566 3.17926
H 2.98605 0.92295 1.94734
H 0.36724 3.80072 -0.41399
H 1.27358 -4.77085 -0.19836
H -0.82631 -2.31763 2.25765
H 1.59819 0.30526 -4.90752
H -0.03655 -5.19215 -1.29762
H 0.77881 -2.98242 1.96918
H -5.07867 0.54534 1.22238
H -1.97455 -7.00862 1.15178
H -2.66275 -4.11798 -0.91176
H -2.73061 -3.79756 2.66227
H -1.25883 3.80766 -0.39765
H -2.99353 -3.03317 0.42881
```

Results of the Löwdin charge analysis, in e, for atoms 1 through 2: 0.69 1.07


Entry 2:
Density functional theory data (ωB97M-V/def2-TZVPD) for a structure of composition C31H32Br15F3O6.

Properties
total energy: -40561.61680 Eh
frontier orbital gap: 8.2226 eV

```
87
C31H32Br15F3O6 (ωB97M-V/def2-TZVPD)
Br 19.04099 22.24837 -14.46188
Br 15.93593 18.24056 -16.84944
Br 16.99337 24.78673 -13.92079
Br 13.22192 18.52528 -11.27730
Br 12.95667 17.66597 -15.57731
Br 10.57532 19.74314 -19.35493
Br 13.76293 21.36353 -12.66648
Br 16.25681 19.64124 -11.31227
Br 8.81478 17.29069 -20.47074
Br 12.47588 23.76140 -22.70052
Br 11.79515 16.71424 -19.35707
Br 15.82847 16.62767 -14.12929
Br 11.33105 23.27872 -19.64791
Br 9.88327 25.52388 -21.53920
Br 19.42524 24.95505 -16.26771
F 6.08646 21.74290 -22.47158
F 17.47547 18.81881 -22.43648
F 10.46164 21.84477 -12.61563
O 8.11268 20.06560 -14.67157
O 13.56622 20.86648 -15.86222
O 12.92411 22.91704 -16.18281
O 14.97519 22.26824 -16.99537
O 8.92231 18.14640 -14.08078
O 9.10210 18.95814 -16.28173
C 9.58853 18.75798 -11.84137
C 14.51923 19.60396 -12.33707
C 10.70940 24.18904 -12.18121
C 7.30267 21.81197 -20.53673
C 12.15687 20.80683 -15.74977
C 8.74400 23.94453 -10.26846
C 14.12344 20.35031 -21.89770
C 5.44330 20.33247 -20.68919
C 15.15640 19.63539 -22.55675
C 9.36667 25.15492 -10.45487
C 9.05509 22.81826 -11.00791
C 7.86384 20.04221 -13.25242
C 6.25799 21.31271 -21.21573
C 5.67764 19.87512 -19.41967
C 8.44929 18.67054 -12.83836
C 14.27206 20.64888 -20.56418
C 8.77117 19.03736 -15.08083
C 6.72688 20.39910 -18.64709
C 15.42544 20.30862 -19.90723
C 16.38981 19.41542 -21.86371
C 13.91013 22.04158 -16.39312
C 11.58268 24.60010 -21.11847
C 10.32712 25.30209 -11.43047
C 10.41478 22.56740 -15.98556
C 7.55449 21.39494 -19.22184
C 11.83658 22.27334 -15.48670
C 10.06641 22.92567 -11.94925
C 18.07455 23.78639 -15.30749
C 10.15471 17.77613 -19.13976
C 14.79506 16.96392 -15.84257
C 16.51314 19.72215 -20.51272
H 6.84374 20.17007 -12.89026
H 11.95069 22.44278 -14.41602
H 17.46045 19.46263 -20.06366
H 14.69305 16.03761 -16.40793
H 9.15984 26.06644 -9.91380
H 7.85179 22.55667 -21.09375
H 9.21426 19.35897 -11.01262
H 10.43773 19.26849 -12.29564
H 14.62139 19.09763 -13.29691
H 17.40396 23.31058 -16.02304
H 9.71243 17.49662 -18.18354
H 10.12289 23.56450 -15.65587
H 6.88240 20.05751 -17.63440
H 8.41630 21.71860 -18.65711
H 15.50242 20.39201 -18.83320
H 13.23606 20.66042 -22.42948
H 8.65739 21.85458 -10.72586
H 15.10848 19.20741 -23.54717
H 4.63320 19.89112 -21.25074
H 11.80615 20.18092 -14.92920
H 8.50927 20.80423 -12.81556
H 10.79530 26.25427 -11.63188
H 11.52445 24.21123 -12.88944
H 13.39936 21.05260 -20.07246
H 7.99837 23.98079 -9.48800
H 7.66158 18.01705 -12.46346
H 11.79198 20.40583 -16.69537
H 5.09956 19.09787 -18.94207
H 10.37569 22.56718 -17.07486
H 9.61272 21.93723 -15.60128
H 9.96648 17.80091 -11.48184
H 12.15750 25.44396 -20.73692
```

Results of the Löwdin charge analysis, in e, for atoms 1 through 2: 0.49 0.59